# 1
The following is a DFT calculation (ωB97M-V with the def2-TZVPD basis set) of C13H16N2O4RuS2 as an isolated structure in a non-equilibrium geometry.

Computed properties:
- maximum force (eV/A) = 3.67
- gap between HOMO and LUMO (alpha / beta) (eV) = 6.84 / 6.85

Each line ends with the natural charge from an NBO analysis.
Element x y z (Å)
Ru (-0.318284, 0.365111, 0.326783)  0.852
C (0.533415, -2.380768, -0.719812)  -0.426
N (-0.352031, -1.870000, 0.340122)  -0.381
C (-1.708272, -2.392933, 0.152347)  -0.418
C (0.185033, -2.235675, 1.665820)  -0.251
C (1.386671, -1.376195, 1.921080)  -0.079
C (2.485715, -1.804249, 2.647175)  -0.211
C (3.572708, -0.957144, 2.817711)  -0.189
C (3.554893, 0.314831, 2.264526)  -0.219
C (2.450848, 0.748598, 1.542923)  -0.235
C (1.351029, -0.086730, 1.378514)  -0.031
H (0.518945, -3.477151, -0.726406)  0.186
H (1.552612, -2.042854, -0.545144)  0.223
H (0.195968, -2.012506, -1.685483)  0.237
H (-1.722125, -3.480008, 0.288638)  0.190
H (-2.055601, -2.148916, -0.848643)  0.236
H (-2.380702, -1.939197, 0.874196)  0.219
H (0.419735, -3.305261, 1.704346)  0.196
H (-0.576046, -2.008025, 2.411355)  0.251
H (2.493973, -2.797506, 3.080627)  0.213
H (4.433305, -1.296594, 3.379451)  0.216
H (4.405347, 0.971431, 2.395528)  0.217
H (2.453624, 1.745599, 1.122122)  0.226
C (0.460916, 5.341787, -1.429451)  -0.265
O (-0.022365, 4.658353, -0.266859)  -0.478
C (0.137313, 3.364974, -0.126856)  0.045
S (0.937684, 2.349150, -1.189805)  0.028
S (-0.502154, 2.668749, 1.274952)  0.122
H (-0.327618, 6.023483, -1.735810)  0.208
H (0.690345, 4.648672, -2.235755)  0.209
H (1.353660, 5.903836, -1.160719)  0.199
O (-2.685003, 0.663233, 0.694144)  -0.632
C (-2.567772, 0.403198, 1.900235)  0.630
O (-1.487737, 0.043377, 2.432085)  -0.668
H (-3.461560, 0.479693, 2.543742)  0.120
O (-2.266701, 0.426919, -3.583135)  -0.597
C (-1.659570, 0.323922, -2.571334)  0.799
N (-1.038491, 0.199865, -1.569273)  -0.742

Cartesian forces (eV/Å) of the 2 atoms listed first:
Ru -2.6 2.2 1.4
C 0.0 -0.2 -0.2

=====

# 2
The following is a DFT calculation (ωB97M-V with the def2-TZVPD basis set) of C50H48F4N7O3SeSn as an isolated structure.

Computed properties:
- maximum force (eV/A) = 0.37
- gap between HOMO and LUMO (eV) = 6.74
- charge = -1

Each line ends with the Löwdin charge.
Element x y z (Å)
Sn (-1.692491, 1.489690, 0.467225)  1.270
C (4.842050, -3.235017, 0.735929)  -0.050
C (4.660212, -1.818172, 1.299007)  -0.559
C (5.808098, -0.924305, 0.810108)  -0.048
C (4.729885, -1.892422, 2.824351)  -0.069
C (3.327705, -1.246090, 0.822141)  -0.178
C (2.289051, -0.926130, 1.673714)  -0.063
C (1.116320, -0.372067, 1.171043)  -0.391
Se (-0.316548, -0.011728, 2.383519)  1.124
C (-1.393033, -1.548104, 2.005504)  -0.385
C (-1.146089, -2.710332, 2.732311)  -0.064
C (-1.845465, -3.868835, 2.459712)  -0.178
C (-2.761636, -3.818095, 1.401362)  0.021
C (-3.037475, -2.682713, 0.658955)  -0.077
C (-2.370129, -1.473570, 1.002171)  -0.364
O (-2.688427, -0.344138, 0.397950)  -0.348
C (-4.009757, -2.715091, -0.524592)  -0.530
C (-4.573069, -4.116137, -0.769453)  -0.076
C (-5.199350, -1.775838, -0.268979)  -0.041
C (-3.267518, -2.283569, -1.799423)  -0.037
C (-1.657110, -5.166066, 3.244115)  -0.562
C (-1.146401, -6.269555, 2.307932)  -0.048
C (-0.655357, -5.001480, 4.386614)  -0.071
C (-3.002175, -5.598086, 3.845690)  -0.051
C (0.933458, -0.067850, -0.183151)  -0.369
O (-0.113423, 0.601349, -0.626264)  -0.331
C (1.946228, -0.508479, -1.082523)  -0.077
C (3.101029, -1.054778, -0.546389)  0.021
C (1.718748, -0.456948, -2.599761)  -0.523
C (0.460406, -1.276234, -2.931636)  -0.037
C (1.528490, 0.982745, -3.099414)  -0.041
C (2.889493, -1.065581, -3.374372)  -0.071
H (5.779494, -3.669795, 1.094074)  0.081
H (4.868714, -3.229657, -0.355209)  0.076
H (4.019767, -3.881739, 1.049403)  0.087
H (6.763585, -1.295200, 1.191253)  0.082
H (5.669570, 0.102028, 1.154749)  0.067
H (5.865123, -0.911104, -0.280090)  0.076
H (5.703293, -2.284496, 3.126534)  0.082
H (3.962574, -2.556556, 3.229100)  0.081
H (4.607714, -0.904777, 3.273628)  0.089
H (2.360539, -1.098350, 2.738915)  0.093
H (-0.387033, -2.681726, 3.502255)  0.092
H (-3.283417, -4.730174, 1.145851)  0.091
H (-5.151964, -4.478215, 0.083628)  0.083
H (-3.784535, -4.839357, -0.989786)  0.085
H (-5.241559, -4.079632, -1.631985)  0.083
H (-5.744107, -2.088806, 0.626025)  0.088
H (-5.886996, -1.809358, -1.118174)  0.083
H (-4.865424, -0.749840, -0.132167)  0.066
H (-2.427430, -2.953889, -1.996401)  0.089
H (-2.882427, -1.270500, -1.705652)  0.071
H (-3.945125, -2.317812, -2.656665)  0.086
H (-0.181870, -5.991090, 1.878705)  0.089
H (-1.840954, -6.446670, 1.485154)  0.076
H (-1.023610, -7.208366, 2.855051)  0.081
H (0.338349, -4.742888, 4.014914)  0.084
H (-0.572273, -5.940968, 4.937225)  0.082
H (-0.973444, -4.227239, 5.087831)  0.086
H (-3.740966, -5.800909, 3.068768)  0.076
H (-3.401932, -4.813383, 4.491312)  0.089
H (-2.879490, -6.506831, 4.441074)  0.080
H (3.881271, -1.364578, -1.227732)  0.092
H (-0.421672, -0.844220, -2.462145)  0.068
H (0.572040, -2.302454, -2.573545)  0.093
H (0.301958, -1.301678, -4.013205)  0.087
H (0.609089, 1.397510, -2.692799)  0.063
H (1.462463, 0.995730, -4.190216)  0.089
H (2.378402, 1.607508, -2.803063)  0.080
H (3.048528, -2.112298, -3.106081)  0.086
H (3.820565, -0.518886, -3.206858)  0.086
H (2.665932, -1.023779, -4.441950)  0.084
C (-2.926209, 1.468182, 4.033114)  -0.139
C (-2.706873, 2.818909, 3.780117)  -0.109
C (-3.484314, 3.484350, 2.842676)  -0.119
C (-4.481964, 2.801282, 2.156283)  -0.124
C (-4.696295, 1.452514, 2.406294)  -0.109
C (-3.917051, 0.782704, 3.343772)  -0.106
H (-2.316683, 0.948611, 4.762412)  0.098
H (-1.926402, 3.348838, 4.311258)  0.106
H (-3.310875, 4.532973, 2.638787)  0.107
H (-5.081494, 3.320368, 1.420099)  0.106
H (-5.467472, 0.919182, 1.865078)  0.103
H (-4.076236, -0.272789, 3.527499)  0.110
N (0.621757, 3.526129, -1.034329)  0.209
C (1.315452, 3.216342, 0.085755)  -0.500
O (0.800118, 2.965528, 1.156144)  0.012
C (2.811115, 3.329127, -0.050746)  -0.096
C (3.666354, 2.861852, 0.992804)  -0.165
N (4.360966, 2.483705, 1.826527)  0.180
C (3.286986, 3.956775, -1.121479)  0.000
N (3.613017, 4.384762, -2.192553)  0.238
H (1.025069, 3.335226, -1.937591)  0.090
H (-0.387247, 3.467168, -0.985902)  0.050
F (-1.026805, 6.377948, -1.374337)  0.104
C (-0.209305, 6.042209, -2.383385)  -0.188
C (1.131371, 6.267851, -2.204691)  -0.185
F (1.534725, 6.736326, -1.013590)  0.109
C (2.078123, 5.935029, -3.169597)  -0.052
C (1.557847, 5.426750, -4.363648)  -0.157
C (0.212328, 5.200188, -4.542814)  -0.150
F (-0.173055, 4.644834, -5.698921)  0.108
C (-0.730318, 5.391420, -3.516279)  -0.067
C (-2.061549, 4.858104, -3.532543)  -0.204
C (-2.599083, 4.397120, -2.305202)  -0.238
N (-2.964891, 3.948262, -1.300808)  0.104
C (-2.770844, 4.551779, -4.721499)  -0.249
N (-3.380744, 4.322611, -5.674779)  0.117
F (2.384700, 5.053183, -5.350148)  0.105
C (3.529195, 5.740244, -2.773332)  -0.331
C (4.028755, 6.770973, -1.823741)  -0.141
N (4.488716, 7.553817, -1.125298)  0.211
C (4.473700, 5.790617, -3.918611)  -0.144
N (5.256951, 5.887068, -4.747913)  0.207

Cartesian forces (eV/Å) of the 2 atoms listed first:
Sn 0.1 -0.3 0.1
C 0.0 0.0 0.0

=====

# 3
The following is a DFT calculation (ωB97M-V with the def2-TZVPD basis set) of C9H19ClINO3PTi as an isolated structure in a non-equilibrium geometry.

Computed properties:
- energy above the lowest of the compared OMol25 structures with the same formula, charge and spin (kJ/mol) = 143.85
- spin multiplicity = 2
- maximum force (eV/A) = 4.51
- gap between HOMO and LUMO (alpha / beta) (eV) = 7.49 / 4.86
- charge = +2

Each line ends with the natural charge from an NBO analysis.
Element x y z (Å)
C (-2.891347, 0.926677, -3.707246)  -0.716
C (-2.522559, -0.220887, -2.826595)  0.437
H (-3.217724, 0.563197, -4.683856)  0.286
H (-2.031762, 1.605802, -3.803243)  0.261
H (-3.707775, 1.483490, -3.231323)  0.268
O (-2.505052, -1.412120, -3.141201)  -0.413
I (-2.545912, 2.823338, 1.179910)  0.204
Ti (-1.197399, 1.076753, -0.068262)  0.854
P (0.503746, -0.590841, -1.304215)  1.310
C (0.172809, -2.327723, -0.901858)  -0.976
C (0.765750, -0.559473, -3.106772)  -0.979
H (2.272947, 0.784032, -0.398636)  0.281
H (2.904086, -0.573607, -1.384975)  0.287
H (2.311986, -0.875402, 0.286889)  0.260
C (2.162390, -0.284492, -0.627140)  -0.970
H (0.656038, 0.468130, -3.473450)  0.281
H (1.786578, -0.911525, -3.304243)  0.287
H (0.844625, -2.964191, -1.492045)  0.299
H (-0.868906, -2.575636, -1.138193)  0.287
H (0.031008, -1.202438, -3.604177)  0.284
H (0.356602, -2.474317, 0.168706)  0.263
C (-2.216966, 0.186423, -1.477624)  0.262
O (-2.566519, -0.338050, -0.342853)  -0.457
Cl (0.145911, 2.488582, -1.312581)  -0.227
C (2.072231, 0.934788, 3.033294)  -0.429
N (0.842710, 0.315738, 3.535712)  -0.300
C (0.697081, 0.094799, 4.966357)  -0.429
C (-0.183456, 0.101485, 2.726733)  0.558
O (-0.151692, 0.445525, 1.501208)  -0.710
H (2.739482, 1.035551, 3.888784)  0.248
H (1.877073, 1.924770, 2.605022)  0.239
H (2.551895, 0.301238, 2.276218)  0.222
H (0.082789, 0.881187, 5.429112)  0.241
H (0.212321, -0.871785, 5.141967)  0.239
H (1.688342, 0.110299, 5.422353)  0.246
H (-1.071330, -0.369333, 3.168215)  0.199

Cartesian forces (eV/Å) of the 2 atoms listed first:
C 0.2 -0.2 -0.2
C -1.8 -2.0 -2.6

=====

> Among the records above, which one has the lowest maximum force?

C50H48F4N7O3SeSn

=====

> Which of these has the lowest maximum force?

C50H48F4N7O3SeSn